[1]
Entry from OMol25: 2 unconnected molecules or ions with the total composition C5H4N (wB97M-V/def2-TZVPD).

Output
multiplicity = 1
HOMO (alpha / beta) = -14.4409 / -14.4415 eV
charge = +1
ΔE to the lowest compared entry with this formula, charge and spin = 100.6 kcal per mole

Each line ends with the Löwdin charge.
Atoms and positions in Å:
C (-1.09356, 0.44734, 1.02836)  -0.12
C (2.04859, -0.95185, -1.42061)  0.02
C (-1.38423, -0.67836, 0.60042)  0.26
C (0.78164, -0.98274, -0.89135)  0.04
C (-0.99973, 1.77173, 1.26938)  0.21
N (1.28678, -2.01998, -1.63200)  0.19
H (-1.70671, -1.67835, 0.27035)  0.11
H (2.96210, -0.67469, -1.63276)  0.07
H (-0.83369, 2.40881, 2.10725)  0.09
H (-1.06119, 2.35809, 0.30094)  0.14

***

[2]
Entry from OMol25: a molecular structure, C12H30BrNO9Sr (wB97M-V/def2-TZVPD).

Output
multiplicity = 2
HOMO (alpha / beta) = -10.7995 / -10.7985 eV
charge = +1
⟨S²⟩ = 0.7524

Each line ends with the Löwdin charge.
Atoms and positions in Å:
Sr (0.23069, -0.03970, 0.22502)  1.39
Br (2.43310, 0.04314, 2.22621)  0.43
N (-2.97481, -1.35011, -1.07459)  -0.65
O (-3.06041, -2.56965, -0.91525)  0.00
O (-1.85849, -0.87380, -1.01859)  -0.17
O (-3.95277, -0.63829, -1.13816)  0.02
C (-0.73068, 1.97653, 3.18343)  -0.08
O (-0.67928, 1.91523, 1.74440)  -0.33
C (-0.89885, 3.18780, 1.15689)  -0.17
C (-1.38095, 2.90157, -0.25434)  -0.22
O (-0.36078, 2.22457, -0.88287)  -0.31
C (-0.68281, 2.21629, -2.30736)  -0.03
H (-1.66344, 2.35978, 3.59716)  0.11
H (0.11580, 2.55165, 3.55870)  0.10
H (-0.61176, 0.95951, 3.55711)  0.08
H (-0.00465, 3.81110, 1.15882)  0.13
H (-1.59274, 3.74924, 1.78251)  0.14
H (-1.55848, 3.90758, -0.63449)  0.14
H (-2.28225, 2.28865, -0.26505)  0.14
H (-0.66774, 3.21479, -2.74423)  0.10
H (-1.64414, 1.73432, -2.48525)  0.11
H (0.07003, 1.65754, -2.86335)  0.09
C (-2.79663, -0.44775, 2.09906)  -0.04
O (-1.41813, -0.89694, 1.85893)  -0.35
C (-1.38543, -2.31774, 2.19622)  -0.16
C (-0.01322, -2.87405, 1.93835)  -0.25
O (0.47198, -2.60523, 0.66799)  -0.28
C (1.73512, -3.24885, 0.42717)  -0.06
H (-3.04363, 0.44872, 1.53035)  0.09
H (-2.95981, -0.36872, 3.17387)  0.10
H (-3.48415, -1.16072, 1.64397)  0.10
H (-2.08138, -2.93660, 1.62987)  0.14
H (-1.53751, -2.48619, 3.26233)  0.14
H (-0.05479, -3.94732, 2.12398)  0.15
H (0.56164, -2.48406, 2.77831)  0.12
H (2.18945, -2.86240, -0.48516)  0.08
H (1.64066, -4.33196, 0.34949)  0.11
H (2.42450, -2.93842, 1.21233)  0.07
C (0.51826, -2.22535, -2.56654)  -0.10
O (1.23613, -1.20237, -1.91522)  -0.32
C (2.35085, -0.74738, -2.72189)  -0.13
C (3.08280, 0.45857, -2.01650)  -0.15
O (2.13717, 1.17670, -1.23526)  -0.32
C (2.59781, 2.45025, -0.75096)  -0.08
H (-0.28466, -2.59679, -1.92979)  0.08
H (1.11155, -3.10557, -2.81417)  0.10
H (0.02087, -1.84301, -3.45791)  0.11
H (1.98927, -0.40354, -3.69099)  0.13
H (3.14490, -1.47769, -2.87754)  0.13
H (3.44078, 1.11666, -2.80824)  0.13
H (3.96336, 0.13794, -1.45981)  0.13
H (2.51027, 3.30569, -1.42079)  0.11
H (3.65641, 2.54026, -0.50734)  0.10
H (2.03095, 2.64612, 0.15920)  0.07

***

[3]
Entry from OMol25: a molecular structure, C23H22O5S4 (wB97M-V/def2-TZVPD).

Output
multiplicity = 1
HOMO = -8.1784 eV
ΔE to the lowest compared entry with this formula, charge and spin = 0.0 kcal per mole

Each line ends with the Löwdin charge.
Atoms and positions in Å:
C (-0.66742, -2.32109, 1.41084)  0.07
O (-0.22326, -1.35674, 0.24792)  -0.28
C (-0.30971, -0.00489, 0.18191)  -0.47
S (-0.72015, 0.30387, -1.68000)  0.76
C (0.38581, -0.69357, -2.74798)  -0.29
C (1.46026, -0.06306, -3.41287)  -0.09
C (2.39454, -0.81216, -4.14181)  -0.08
C (2.18703, -2.19387, -4.29752)  -0.07
C (1.01103, -2.78478, -3.79229)  -0.06
C (0.11422, -2.03864, -3.00688)  -0.06
O (-2.08196, -0.18499, -1.89334)  -0.29
O (-0.42118, 1.69722, -1.97575)  -0.35
S (-1.61791, 0.88283, 1.22828)  0.75
C (-3.15667, 1.19043, 0.38027)  -0.29
C (-3.29726, 2.39988, -0.32365)  -0.06
C (-4.54326, 2.81422, -0.79519)  -0.06
C (-5.65264, 1.97300, -0.69773)  -0.07
C (-5.50480, 0.72094, -0.09060)  -0.07
C (-4.25992, 0.31917, 0.41540)  -0.05
O (-2.02214, 0.08185, 2.38051)  -0.30
O (-1.08284, 2.22302, 1.44626)  -0.34
H (-1.60135, -2.80254, 1.02547)  0.10
H (0.20715, -2.97635, 1.55474)  0.09
H (-0.85222, -1.69848, 2.30471)  0.07
H (1.55379, 1.01970, -3.39593)  0.12
H (3.28253, -0.33563, -4.58892)  0.11
H (2.95035, -2.79054, -4.82730)  0.11
H (0.80553, -3.83932, -3.99932)  0.11
H (-0.81046, -2.47712, -2.64184)  0.12
H (-2.40104, 2.98823, -0.54917)  0.12
H (-4.62490, 3.80984, -1.24390)  0.11
H (-6.61179, 2.29766, -1.09659)  0.11
H (-6.36143, 0.03958, -0.03171)  0.11
H (-4.10790, -0.70387, 0.76965)  0.12
C (1.65431, -0.87899, 4.87293)  -0.08
C (1.10474, 0.37961, 4.59481)  -0.07
C (1.09910, 0.87678, 3.27320)  -0.04
C (1.70939, 0.14723, 2.23095)  -0.26
C (1.35452, 0.41762, 0.76287)  -0.84
S (2.29357, -0.60945, -0.29652)  0.99
C (3.61284, 0.54134, -0.79454)  -0.44
C (3.24381, 1.96120, -0.41994)  -0.47
S (1.56949, 2.06990, 0.27687)  0.97
C (2.36440, -1.04500, 2.55537)  -0.10
C (2.27956, -1.59995, 3.83036)  -0.08
H (1.60302, -1.27933, 5.90289)  0.11
H (0.70591, 1.00381, 5.42003)  0.11
H (0.66996, 1.87137, 3.06754)  0.10
H (4.53277, 0.19886, -0.29328)  0.08
H (3.79665, 0.42272, -1.86663)  0.06
H (4.02100, 2.32145, 0.26047)  0.07
H (3.25245, 2.64613, -1.27001)  0.07
H (2.94082, -1.55274, 1.79071)  0.06
H (2.77164, -2.57639, 3.98627)  0.11

***

[4]
Entry from OMol25: a molecular structure, C29H26F3N4OOsSb (wB97M-V/def2-TZVPD).

Output
multiplicity = 5
HOMO (alpha / beta) = -19.6896 / -19.0230 eV
charge = +4
ΔE to the lowest compared entry with this formula, charge and spin = 0.0 kcal per mole
⟨S²⟩ = 6.0406

Each line ends with the Löwdin charge.
Atoms and positions in Å:
Os (0.42667, 16.64066, 6.61588)  1.29
C (2.65258, 15.32953, 3.10517)  0.04
C (1.46823, 15.70126, 3.91576)  -0.41
O (1.69049, 16.26239, 5.06353)  -0.23
N (0.25668, 15.56161, 3.35692)  0.12
C (-1.03140, 15.89885, 3.98358)  -0.05
C (-1.02601, 17.42498, 4.21585)  -0.21
C (-1.44854, 18.33206, 3.24496)  0.03
C (-1.54647, 19.67870, 3.54985)  0.03
C (-1.22030, 20.12402, 4.83394)  -0.01
C (-0.75535, 19.22439, 5.74657)  -0.11
N (-0.62183, 17.91390, 5.43457)  -0.10
H (3.50555, 15.10795, 3.75436)  0.11
H (2.95048, 16.17860, 2.47659)  0.12
H (2.42190, 14.48680, 2.44996)  0.11
H (0.28352, 15.05971, 2.47797)  0.18
H (-1.14673, 15.38697, 4.96468)  0.12
H (-1.86202, 15.59957, 3.34040)  0.15
H (-1.70529, 17.97528, 2.25084)  0.15
H (-1.88107, 20.38499, 2.79713)  0.14
H (-1.29594, 21.17803, 5.10502)  0.14
H (-0.45517, 19.48886, 6.75778)  0.11
F (6.82428, 15.80432, 13.08547)  0.14
C (6.18054, 16.22761, 11.97682)  -0.19
C (5.87651, 15.35089, 10.93592)  0.07
C (5.25193, 15.80863, 9.76141)  -0.10
C (4.91664, 17.15327, 9.64686)  -0.40
C (5.19905, 18.02941, 10.67795)  -0.08
C (5.84723, 17.56655, 11.84721)  0.06
Sb (4.05561, 17.92647, 7.82581)  1.69
C (2.48798, 19.07856, 8.77071)  -0.41
C (2.20819, 20.39617, 8.42477)  -0.10
C (1.34025, 21.15506, 9.23019)  0.05
C (0.67630, 20.56693, 10.30462)  -0.19
F (-0.17213, 21.31113, 11.07615)  0.12
C (0.87604, 19.21093, 10.56751)  0.05
C (1.78542, 18.46272, 9.78874)  -0.13
C (5.69160, 19.25755, 7.29991)  -0.30
C (6.97965, 18.73280, 7.33000)  -0.04
C (8.07124, 19.52661, 6.94696)  0.09
C (7.89006, 20.83884, 6.53469)  -0.12
F (8.94418, 21.62337, 6.19708)  0.21
C (6.59938, 21.34546, 6.48814)  0.11
C (5.49065, 20.56073, 6.86513)  -0.04
H (6.06908, 14.28653, 10.96718)  0.14
H (5.01395, 15.12118, 8.97240)  0.10
H (4.92049, 19.07181, 10.60810)  0.11
H (5.99094, 18.31460, 12.60973)  0.14
H (2.62412, 20.86020, 7.53485)  0.09
H (1.22940, 22.19898, 8.96835)  0.14
H (0.33439, 18.68737, 11.33559)  0.13
H (1.89986, 17.40768, 10.02079)  0.10
H (7.15446, 17.72614, 7.69166)  0.12
H (9.03381, 19.04730, 6.98150)  0.15
H (6.34822, 22.35256, 6.15373)  0.16
H (4.49305, 20.97464, 6.76819)  0.10
N (-2.26324, 15.97057, 9.63115)  0.14
C (-1.26510, 15.05597, 9.84027)  -0.02
C (-0.29778, 15.31430, 8.95032)  -0.13
N (-0.68563, 16.38633, 8.16599)  -0.22
C (-1.89188, 16.74907, 8.60676)  -0.10
H (-3.16320, 16.00690, 10.10838)  0.20
H (-1.33047, 14.33103, 10.62683)  0.15
H (0.67358, 14.86913, 8.81759)  0.12
H (-2.44611, 17.58619, 8.22539)  0.15

***

[5]
Entry from OMol25: a single C5H8O2 molecule (wB97M-V/def2-TZVPD).

Output
multiplicity = 1
HOMO = -9.6607 eV
ΔE to the lowest compared entry with this formula, charge and spin = 14.4 kcal per mole
SMILES = C=CCCC(=O)O

Each line ends with the Löwdin charge.
Atoms and positions in Å:
O (-1.21597, 1.42005, 0.09314)  0.11
C (-0.53780, 0.73154, 0.80995)  -0.55
O (-1.03672, 0.07649, 1.87868)  0.10
C (0.92124, 0.48699, 0.62202)  -0.12
C (1.17337, -0.90590, 0.01578)  -0.20
C (0.47445, -1.22695, -1.25762)  -0.18
C (0.21689, -0.33863, -2.21469)  0.02
H (-2.00273, 0.05266, 1.75885)  0.13
H (1.39712, 1.27472, 0.05338)  0.12
H (1.43594, 0.61298, 1.58932)  0.13
H (2.26410, -0.95321, -0.08293)  0.11
H (1.00163, -1.68518, 0.77434)  0.12
H (-0.04646, -2.17589, -1.37011)  0.10
H (0.42872, 0.69572, -1.96989)  0.06
H (-0.32345, -0.55491, -3.12241)  0.06

***

no.,E (eV),maximum force (eV Å⁻¹)
1,-6723.978,5.83
2,-103715.929,5.12
3,-77781.661,2.99
4,-55614.848,3.67
5,-9409.207,1.55